# 1
Computed, not measured: a 2-piece molecular cluster, C5H14N2S overall in a non-equilibrium geometry, with ωB97M-V/def2-TZVPD.

XYZ file:
```
22
Properties=species:S:1:pos:R:3:forces:R:3
C 3.4646 -0.3323 -0.4105 0.1 0.3 0.1
C 2.3674 -1.0492 -0.2709 -0.2 -0.5 0.8
C 1.9210 -2.1380 -1.1806 -0.2 0.1 -0.2
N 1.5000 -0.8699 0.8651 1.1 -0.6 0.2
H 3.7188 0.3800 0.3602 0.2 0.2 -0.1
H 4.1126 -0.4358 -1.2641 0.0 0.0 -0.1
H 1.0057 -1.8502 -1.6989 0.0 0.0 -0.1
H 2.6965 -2.3755 -1.8998 0.0 0.0 -0.1
H 1.6747 -3.0353 -0.6173 0.1 -0.2 0.1
H 1.2650 -1.7793 1.2576 -0.2 0.2 -0.1
H 1.9702 -0.3419 1.5943 -0.1 0.1 -0.1
N -3.9941 1.2234 -0.1679 0.5 -0.1 -0.3
C -2.8752 2.0623 0.2762 -0.2 -0.2 0.1
C -1.6523 1.2875 0.7428 0.2 -0.2 -0.2
S -0.9139 0.2807 -0.6010 0.3 0.0 0.5
H -4.1285 0.5148 0.5384 -0.3 -0.2 0.3
H -3.6593 0.6767 -0.9619 -0.2 0.2 0.0
H -2.6106 2.7327 -0.5384 0.0 0.1 0.0
H -3.2234 2.6660 1.1174 0.0 0.1 -0.1
H -1.9484 0.6089 1.5438 0.0 0.0 0.1
H -0.8801 1.9617 1.1150 -0.1 0.1 0.1
H 0.1896 -0.1872 0.2003 -1.1 0.4 -0.8
```
Positions in Å, forces in eV/Å.

Lowest unoccupied orbital energy in eV: 0.7
Energy relative to the best compared isomer or geometry (same formula, charge and spin) in kJ/mol: 61.9
HOMO-LUMO gap in eV: 8.981
E_HOMO in eV: -8.243
Electronic energy in eV: -19226.6547
SMILES: C=C(C)N.NCCS

***

# 2
Computed, not measured: a 2-piece molecular cluster, C5H14N2S overall in a non-equilibrium geometry, with ωB97M-V/def2-TZVPD.

XYZ file:
```
22
Properties=species:S:1:pos:R:3:forces:R:3
C -0.7479 2.3490 -0.1048 -0.4 0.2 0.2
C -0.1047 1.6877 1.0961 0.4 0.1 0.6
C -1.7099 0.3430 2.2111 0.3 0.3 0.0
N -0.7384 0.3925 1.4091 0.1 0.2 0.0
H -0.3900 1.9006 -1.0293 0.2 0.2 0.0
H -1.8387 2.2717 -0.0678 0.0 -0.1 0.1
H -0.5451 3.4190 -0.0565 0.3 0.0 -0.3
H 0.9585 1.4976 0.9516 -0.1 -0.2 -0.5
H -0.1313 2.2986 2.0050 -0.5 0.1 -0.1
H -2.1842 -0.5922 2.4752 0.0 -0.1 -0.1
H -2.0246 1.2788 2.6603 -0.3 -0.1 0.1
H -0.2844 -0.5772 1.0015 0.0 -0.2 0.4
C -0.0142 -2.1375 -0.7572 0.4 0.7 0.0
C -0.0600 -0.8092 -1.4898 -0.1 0.0 -0.6
S 1.4940 0.1007 -1.3363 0.3 0.0 0.1
N 0.3923 -1.8549 0.6585 -0.1 -0.5 -0.9
H 0.7684 -2.7351 -1.2232 -0.2 -0.3 -0.1
H -0.9803 -2.6423 -0.7763 0.0 -0.1 0.1
H -0.9302 -0.2372 -1.1395 0.0 0.0 0.0
H -0.2424 -0.9892 -2.5529 -0.1 -0.2 0.1
H 1.3718 -1.5748 0.5718 0.0 0.4 -0.1
H 0.4111 -2.7549 1.1008 -0.2 -0.3 0.8
```
Positions in Å, forces in eV/Å.

Lowest unoccupied orbital energy in eV: -0.5
Energy relative to the best compared isomer or geometry (same formula, charge and spin) in kJ/mol: 186.3
HOMO-LUMO gap in eV: 5.734
E_HOMO in eV: -6.186
Electronic energy in eV: -19225.3657

***

# 3
Computed, not measured: one molecule with the formula C5H14N2S2 in a non-equilibrium geometry, with ωB97M-V/def2-TZVPD.

XYZ file:
```
23
Properties=species:S:1:pos:R:3:forces:R:3
C -0.5383 -0.1207 0.6285 0.0 0.2 1.4
C -0.9132 -2.4268 -0.5210 1.4 1.9 -2.3
C 2.0705 1.4692 0.5596 -0.5 0.7 0.3
C 1.5129 -1.4308 0.1759 0.3 -0.2 2.2
C 0.0777 -1.1977 -0.2466 -2.0 -0.6 0.2
N 1.1776 2.3202 -0.2742 -0.3 -4.2 0.9
N -3.1920 1.0327 -0.2866 2.5 -0.1 -1.5
S 2.6454 -0.0585 -0.2567 0.3 0.7 0.1
S -1.4307 1.1846 0.2214 -0.3 -0.9 -1.3
H -0.4115 -0.1212 1.7430 0.0 -0.4 -1.2
H -0.9979 -3.0778 0.2653 -0.1 -1.8 1.9
H -1.9158 -2.1141 -0.8335 0.2 0.5 0.5
H -0.5668 -2.9176 -1.4500 0.2 -0.3 0.6
H 1.4769 1.1066 1.4128 0.3 0.4 -0.2
H 0.9552 3.0728 0.2579 -1.0 2.9 1.9
H 2.8825 2.1560 0.9259 -0.1 -1.4 -0.2
H 2.0835 -2.2026 -0.3621 -0.7 -0.2 0.2
H 1.5203 -1.6468 1.3078 0.4 0.2 -1.6
H 0.2153 -0.8675 -1.2320 -0.2 1.3 -1.6
H 1.6400 2.6428 -1.0399 1.7 1.0 -2.7
H -3.6345 0.1605 -0.1626 -0.3 -1.2 0.3
H -3.6038 1.7154 0.2533 -1.5 1.6 1.5
H -1.0535 1.3213 -1.0860 -0.2 0.1 0.6
```
Positions in Å, forces in eV/Å.

Lowest unoccupied orbital energy in eV: 0.7
Energy relative to the best compared isomer or geometry (same formula, charge and spin) in kJ/mol: 0.0
HOMO-LUMO gap in eV: 8.102
E_HOMO in eV: -7.366
Electronic energy in eV: -30058.9871

***

# 4
Computed, not measured: a 2-piece molecular cluster, C5H14N3 overall in a non-equilibrium geometry, with ωB97M-V/def2-TZVPD.

XYZ file:
```
22
Properties=species:S:1:pos:R:3:forces:R:3
N 0.6053 0.0454 3.1575 -3.4 0.6 -4.6
C -0.0254 0.6134 1.6517 2.3 5.5 2.4
N 0.9201 1.1169 0.7674 0.4 -3.9 2.7
N -1.1537 1.5352 1.6493 0.7 -3.4 0.0
H 0.9899 0.9523 3.4279 0.2 0.1 0.1
H -0.3782 0.0740 3.4449 0.3 -0.5 1.5
H 1.2651 2.0076 1.1164 -0.5 0.7 -0.8
H 1.6209 0.4213 1.0432 1.3 0.5 -1.4
H -0.7153 2.4320 1.8627 -0.5 0.2 0.2
H -1.4143 1.5048 0.6627 -0.4 0.6 0.0
C -0.1464 -0.3377 -1.9523 -0.3 -0.4 -0.1
C -0.0958 -1.4506 -1.1875 0.5 1.1 -0.8
C 0.9715 -1.6941 -0.1693 -0.8 -0.1 0.4
C -1.2039 -0.1179 -2.9939 -0.9 0.0 0.2
H 0.5631 0.4911 -1.8512 0.1 -0.5 0.1
H -0.8419 -2.2319 -1.3234 0.1 0.2 0.0
H 0.7330 -1.1075 0.7551 -0.2 -0.6 0.0
H 0.9566 -2.7377 0.1513 0.3 0.2 0.0
H 1.9642 -1.3590 -0.4686 0.0 -0.1 -0.1
H -1.7204 -1.0633 -3.1992 0.2 0.2 -0.2
H -0.8888 0.3674 -3.9275 0.3 -0.4 0.3
H -2.0057 0.5383 -2.6171 0.3 0.0 0.1
```
Positions in Å, forces in eV/Å.

Lowest unoccupied orbital energy in eV: -7.5
Energy relative to the best compared isomer or geometry (same formula, charge and spin) in kJ/mol: 669.7
Total charge: +1
HOMO-LUMO gap in eV: 5.146
E_HOMO in eV: -12.663
Electronic energy in eV: -9870.2252

***

# 5
Computed, not measured: a 2-piece molecular cluster, C5H14N3 overall, with ωB97M-V/def2-TZVPD.

XYZ file:
```
22
Properties=species:S:1:pos:R:3:forces:R:3
N 3.1901 0.2606 -2.1275 -0.1 -0.1 -0.2
C 1.8917 0.7864 -1.6995 0.1 -0.1 0.1
C 1.4051 0.8819 0.7361 -0.1 0.4 0.4
C 1.5306 0.1794 -0.3730 -0.2 0.0 -0.5
H 3.4252 0.6451 -3.0357 0.1 0.1 0.0
H 3.1105 -0.7395 -2.2795 0.1 0.0 0.1
H 1.0977 0.5869 -2.4300 -0.1 0.1 0.0
H 1.9788 1.8638 -1.5698 0.0 0.1 -0.1
H 1.2122 0.4498 1.7107 0.0 -0.2 0.0
H 1.5258 1.9610 0.7326 0.1 -0.1 0.0
H 1.3720 -0.8955 -0.3851 0.2 -0.1 0.1
C -2.9142 0.8575 1.0007 0.2 0.2 0.0
N -0.9571 -2.2558 1.0365 0.3 0.3 -0.3
C -1.3784 -1.0265 1.2598 0.1 0.3 -0.2
N -2.4154 -0.4828 0.6948 0.1 -0.1 -0.1
H -3.0151 1.4303 0.0829 -0.1 -0.1 0.0
H -2.1980 1.3703 1.6377 0.0 -0.1 0.0
H -3.8638 0.7960 1.5192 -0.1 0.0 0.0
H -1.2802 -2.7687 0.2289 -0.1 -0.2 0.2
H -0.0398 -2.5023 1.3759 -0.1 -0.1 0.1
H -0.7929 -0.3995 1.9220 -0.2 -0.2 0.2
H -2.8848 -0.9984 -0.0376 -0.2 0.0 0.1
```
Positions in Å, forces in eV/Å.

Lowest unoccupied orbital energy in eV: -3.5
Energy relative to the best compared isomer or geometry (same formula, charge and spin) in kJ/mol: 182.3
Total charge: +1
HOMO-LUMO gap in eV: 8.575
E_HOMO in eV: -12.121
Electronic energy in eV: -9875.2773